Record 1
{"formula": "C18H10Cl5N5ScSe", "method": "ωB97M-V with the def2-TZVPD basis set", "orbital_gap_ev": 7.2, "multiplicity": 1, "charge": 1, "relative_energy_kcal_mol": 12.2, "symbols": ["Sc", "Cl", "C", "C", "C", "Cl", "C", "Cl", "C", "Cl", "C", "Cl", "N", "C", "N", "C", "N", "C", "C", "N", "C", "C", "N", "H", "H", "H", "H", "H", "Se", "C", "C", "C", "C", "C", "C", "H", "H", "H", "H", "H"], "positions_angstrom": [[-0.27479, 0.10116, -0.35748], [-0.36542, 2.90128, -2.84173], [-1.56989, 2.86229, -1.58883], [-1.64221, 1.72284, -0.80917], [-2.57633, 1.72358, 0.19855], [-2.60035, 0.24447, 1.18386], [-3.44307, 2.76815, 0.47584], [-4.57182, 2.67652, 1.75891], [-3.35191, 3.89611, -0.34347], [-4.39552, 5.22168, -0.06794], [-2.41105, 3.95006, -1.38420], [-2.30389, 5.34098, -2.37512], [0.06788, -3.89241, 1.44321], [-0.72493, -2.83450, 1.31949], [-0.23308, -2.04492, 0.37800], [0.90049, -2.70042, -0.03006], [1.11000, -3.82867, 0.59077], [1.75512, -2.13065, -1.07356], [2.91846, -2.73848, -1.51962], [3.65564, -2.19558, -2.48042], [3.24567, -1.04184, -2.98825], [2.09243, -0.40941, -2.54066], [1.34559, -0.96176, -1.58710], [-0.03328, -4.68514, 2.05928], [-1.61993, -2.67172, 1.89715], [3.24980, -3.67407, -1.08796], [3.84391, -0.59852, -3.77387], [1.76975, 0.54215, -2.94446], [1.20435, 1.45783, 1.11567], [2.52907, 0.07615, 1.35316], [3.65219, 0.04900, 0.52824], [4.62074, -0.92760, 0.70452], [4.48092, -1.88124, 1.70641], [3.37516, -1.84161, 2.54287], [2.40178, -0.86534, 2.37003], [3.77133, 0.80400, -0.23919], [5.49352, -0.93983, 0.06421], [5.24304, -2.63614, 1.84698], [3.27542, -2.56452, 3.34252], [1.55180, -0.81618, 3.04069]]}

Record 2
{"formula": "C2H8O2P2S", "method": "ωB97M-V with the def2-TZVPD basis set", "orbital_gap_ev": 7.8, "multiplicity": 1, "charge": 0, "relative_energy_kcal_mol": 61.9, "symbols": ["C", "C", "O", "O", "P", "P", "S", "H", "H", "H", "H", "H", "H", "H", "H"], "positions_angstrom": [[0.32492, -1.62383, 0.92813], [0.80078, -0.74943, -0.17902], [-0.82589, 1.65308, 1.29049], [2.55021, 0.96714, -1.27012], [-2.52470, 0.13100, -0.59280], [-0.73636, 1.32509, -0.25063], [2.33408, 0.09368, 0.13915], [0.54899, -1.11553, 1.91120], [0.96059, -2.49707, 1.00911], [-0.59699, -1.93273, 0.60842], [0.83996, -1.19903, -1.11660], [-0.29017, 2.40035, 1.61493], [1.77878, 1.50719, -1.26407], [-2.16714, -0.40354, -1.78754], [-2.99707, 1.44364, -1.04066]]}

Record 3
{"formula": "C20H16N9OPdS3", "method": "ωB97M-V with the def2-TZVPD basis set", "orbital_gap_ev": 4.4, "multiplicity": 1, "charge": 1, "relative_energy_kcal_mol": 81.7, "symbols": ["Pd", "S", "N", "C", "C", "C", "C", "C", "N", "C", "C", "N", "C", "C", "C", "C", "C", "N", "H", "H", "H", "H", "H", "H", "N", "C", "O", "C", "C", "N", "C", "N", "H", "H", "S", "C", "N", "C", "C", "C", "N", "H", "H", "H", "H", "H", "H", "H", "H", "S"], "positions_angstrom": [[-0.18708, 0.26061, 0.42794], [-1.52575, 5.13270, -5.07699], [-0.90896, 5.36068, -3.60673], [-0.79824, 4.16226, -3.05758], [-0.28463, 3.89946, -1.72506], [0.17061, 4.89367, -0.85995], [0.63107, 4.52839, 0.38223], [0.62610, 3.18492, 0.74480], [0.21104, 2.22683, -0.07699], [-0.25168, 2.57218, -1.30382], [-0.71374, 1.49715, -2.17073], [-0.63831, 0.25587, -1.65645], [-1.03883, -0.78223, -2.37422], [-1.52625, -0.62568, -3.67260], [-1.60901, 0.63444, -4.21531], [-1.19649, 1.73257, -3.45261], [-1.23953, 3.11159, -3.89922], [-1.67799, 3.52950, -5.07519], [0.14813, 5.92729, -1.17988], [0.99405, 5.26287, 1.08622], [0.98441, 2.86152, 1.71043], [-0.98802, -1.75065, -1.90499], [-1.84138, -1.50242, -4.21994], [-1.98915, 0.79804, -5.21533], [0.50474, -2.71247, 2.13040], [-0.29570, -2.74132, 1.05740], [-0.60706, -1.64056, 0.41880], [-0.85640, -3.92924, 0.58380], [-1.64289, -3.88980, -0.59527], [-2.24048, -3.80131, -1.57791], [-0.59303, -5.13492, 1.28066], [-0.33305, -6.04910, 1.93307], [0.96499, -1.85503, 2.39529], [0.80113, -3.58580, 2.53744], [-2.43164, 0.80882, 0.91923], [-2.81205, 0.09762, 2.46025], [-1.93000, -0.46778, 3.25887], [-2.26433, -1.04065, 4.56696], [-3.50870, -0.36399, 5.11361], [-4.60653, -0.41320, 4.06579], [-4.09338, 0.13803, 2.80823], [-0.96395, -0.48170, 2.95609], [-1.40747, -0.88346, 5.21887], [-2.41614, -2.11644, 4.46130], [-3.28617, 0.67376, 5.36821], [-3.83703, -0.87293, 6.01751], [-5.46820, 0.18109, 4.36122], [-4.94088, -1.43945, 3.90073], [-4.73957, 0.54509, 2.15190], [1.08467, 0.39973, 2.17973]]}

Record 4
{"formula": "C5H7ClN3O3", "method": "ωB97M-V with the def2-TZVPD basis set", "orbital_gap_ev": 6.3, "multiplicity": 1, "charge": 1, "relative_energy_kcal_mol": 75.7, "symbols": ["C", "C", "C", "C", "C", "N", "N", "N", "O", "O", "O", "Cl", "H", "H", "H", "H", "H", "H", "H"], "positions_angstrom": [[0.31642, -0.34822, 0.78825], [0.25854, 0.86978, -0.07691], [-2.94615, 1.21953, 0.52867], [0.30539, -1.47007, -0.00998], [0.46720, -2.98159, 0.19827], [-1.96568, 1.87607, 0.34758], [0.17391, -0.98940, -1.25454], [-0.60391, 1.93161, 0.27843], [-3.91048, 0.64248, 0.67324], [0.16526, -1.67171, -2.23804], [0.04437, 0.31227, -1.31535], [3.06755, 2.65577, 0.01692], [0.32927, -0.22400, 1.84772], [1.22628, 1.48340, -0.05729], [-0.49113, -3.48626, -0.18467], [0.47296, -3.13855, 1.28184], [1.16797, -3.22849, -0.56065], [-0.52691, 2.86560, -0.07162], [2.44915, 3.68179, -0.19186]]}

Record 5
{"formula": "C6H16N2", "method": "ωB97M-V with the def2-TZVPD basis set", "orbital_gap_ev": 7.9, "multiplicity": 1, "charge": 0, "relative_energy_kcal_mol": 143.0, "symbols": ["N", "C", "C", "C", "C", "N", "C", "C", "H", "H", "H", "H", "H", "H", "H", "H", "H", "H", "H", "H", "H", "H", "H", "H"], "positions_angstrom": [[0.29261, -0.06161, -1.68018], [0.34212, 0.38611, -0.45012], [1.69176, 0.85921, 0.16899], [2.92356, 0.20563, -0.41771], [-0.70940, 0.48017, 0.56470], [-2.02207, -0.21160, 0.48651], [-1.84860, -1.50582, -0.20923], [-2.87241, 0.63807, -0.38633], [0.47791, 0.68185, -2.34393], [2.05751, -0.71283, 3.07122], [0.00737, -0.57982, 0.54967], [1.62724, 0.79485, 1.24915], [1.74430, 1.94155, 0.00000], [2.93218, 0.43875, -1.48108], [2.91553, -0.87833, -0.32158], [3.82952, 0.60394, 0.04669], [-0.80526, 1.46917, 1.00206], [2.13356, -1.41653, 2.95621], [-1.61228, -1.46878, -1.27203], [-2.75336, -2.07520, -0.01113], [-1.05446, -2.08356, 0.28854], [-2.84964, 1.67427, -0.06644], [-2.54931, 0.55848, -1.42694], [-3.89839, 0.26201, -0.31707]]}

Record 6
{"formula": "CH9O4", "method": "ωB97M-V with the def2-TZVPD basis set", "orbital_gap_ev": 8.3, "multiplicity": 1, "charge": -1, "relative_energy_kcal_mol": 13.1, "symbols": ["C", "O", "H", "H", "H", "H", "H", "O", "H", "H", "O", "H", "H", "O"], "positions_angstrom": [[-1.85766, 0.67566, -0.13902], [-0.63665, 0.52961, 0.49683], [-2.43041, 1.63012, 0.21301], [-1.63714, 0.86546, -1.15758], [-2.39796, -0.25207, -0.20870], [1.70764, -1.47710, 0.48598], [2.04005, -0.47446, -0.60482], [2.12873, -1.43172, -0.41326], [0.45976, 0.85916, -0.66569], [1.07111, 1.81212, -1.83024], [1.32192, 1.09765, -1.25569], [-0.26061, -0.91958, 1.11719], [0.35221, -1.17273, 2.36668], [0.13899, -1.74213, 1.59532]]}

Lowest unoccupied orbital energy across the listed records, respectively: -4.300, 0.391, -6.050, -6.787, 0.507, 4.172 eV.
E across the listed records, respectively: -6428.706154, -1312.262752, -2662.048486, -1044.420898, -347.496917, -344.474060 hartree.